{"formula": "C34H40AuBN9O2", "method": "the ωB97M-V functional and the def2-TZVPD basis", "e_tot_ha": -2123.42419, "spin_multiplicity": 2, "relative_energy_ev": 1.711, "total_charge": 0, "gap_ev": [5.34, 5.46], "max_force_ev_per_a": 0.61, "s_squared": 0.76, "elements": ["Au", "C", "C", "C", "C", "N", "N", "B", "N", "C", "C", "C", "C", "N", "N", "C", "C", "C", "C", "N", "N", "C", "C", "C", "C", "N", "H", "H", "H", "H", "H", "H", "H", "H", "H", "H", "H", "H", "H", "H", "H", "H", "H", "H", "H", "H", "C", "C", "C", "C", "C", "C", "C", "C", "N", "H", "H", "H", "H", "H", "H", "H", "H", "H", "C", "C", "C", "C", "C", "C", "C", "C", "C", "C", "O", "O", "H", "H", "H", "H", "H", "H", "H", "H", "H", "H", "H"], "xyz": [[-0.580, 1.121, -0.830], [-1.422, 1.024, 3.033], [-2.021, -0.008, 2.135], [-2.779, -1.132, 2.484], [-3.170, -1.681, 1.285], [-2.661, -0.934, 0.286], [-1.955, 0.099, 0.815], [-2.987, -1.001, -1.239], [-1.753, -1.397, -2.109], [-1.362, -2.609, -2.548], [-0.267, -2.451, -3.364], [-0.019, -1.077, -3.365], [1.032, -0.313, -4.100], [-0.915, -0.445, -2.616], [-3.408, 0.452, -1.715], [-4.480, 0.931, -2.371], [-4.326, 2.281, -2.588], [-3.076, 2.586, -2.043], [-2.340, 3.883, -2.005], [-2.542, 1.485, -1.539], [-4.111, -2.059, -1.386], [-5.443, -2.028, -1.631], [-5.936, -3.306, -1.541], [-4.816, -4.092, -1.220], [-4.741, -5.569, -0.997], [-3.736, -3.339, -1.119], [-1.328, 0.637, 4.047], [-2.057, 1.913, 3.067], [-0.433, 1.329, 2.691], [-3.015, -1.488, 3.473], [-3.751, -2.560, 1.077], [-1.886, -3.495, -2.241], [0.280, -3.226, -3.875], [0.911, -0.423, -5.179], [2.033, -0.667, -3.843], [0.958, 0.747, -3.858], [-5.296, 0.309, -2.671], [-5.015, 2.947, -3.078], [-2.982, 4.695, -2.344], [-1.462, 3.848, -2.652], [-2.002, 4.106, -0.992], [-5.994, -1.129, -1.816], [-6.957, -3.621, -1.679], [-5.737, -6.009, -0.999], [-4.266, -5.795, -0.042], [-4.155, -6.053, -1.779], [4.074, -1.326, -0.265], [4.277, 0.053, 0.204], [5.060, 0.321, 1.318], [5.410, 1.619, 1.622], [4.949, 2.733, 0.893], [4.098, 2.555, -0.153], [3.511, 3.711, -0.890], [3.779, 1.182, -0.626], [1.282, 1.211, -0.195], [4.593, -2.049, 0.359], [4.422, -1.423, -1.301], [2.986, -1.554, -0.317], [5.434, -0.501, 1.913], [6.072, 1.794, 2.463], [5.223, 3.732, 1.208], [3.841, 4.656, -0.465], [2.419, 3.657, -0.848], [3.792, 3.684, -1.946], [2.815, 2.930, 4.095], [2.335, 1.767, 3.273], [2.203, 0.497, 3.812], [1.706, -0.586, 3.085], [1.516, -1.879, 3.836], [1.400, -0.430, 1.720], [1.586, 0.860, 1.155], [2.330, 1.000, -1.183], [1.979, 1.936, 1.946], [0.890, -1.631, 0.890], [0.461, -2.603, 1.514], [1.070, -1.537, -0.360], [2.848, 2.678, 5.155], [2.163, 3.797, 3.973], [3.821, 3.240, 3.798], [2.438, 0.347, 4.862], [1.847, -1.753, 4.869], [2.062, -2.700, 3.373], [0.473, -2.187, 3.818], [2.252, -0.006, -1.594], [4.399, 1.082, -1.541], [2.197, 1.706, -2.002], [1.954, 2.931, 1.517]], "forces_ev_per_angstrom": [[-0.2, 0.1, -0.1], [0.1, 0.0, 0.0], [0.0, 0.1, 0.0], [-0.1, 0.0, 0.0], [0.0, 0.0, 0.0], [-0.1, 0.2, 0.1], [0.1, -0.3, 0.0], [0.0, 0.0, 0.1], [0.0, -0.1, -0.1], [0.0, 0.0, 0.0], [0.0, 0.0, 0.0], [0.0, 0.1, 0.0], [0.0, 0.0, 0.0], [-0.1, -0.2, 0.1], [0.1, 0.1, -0.1], [0.0, 0.0, 0.0], [0.0, 0.0, 0.0], [0.0, 0.0, 0.0], [0.0, 0.0, 0.0], [-0.1, -0.1, 0.2], [0.1, 0.0, -0.2], [0.0, 0.1, 0.1], [0.0, 0.0, 0.0], [0.0, 0.0, 0.0], [0.0, 0.0, 0.0], [0.0, 0.0, -0.1], [0.0, 0.0, 0.0], [0.0, 0.0, 0.0], [-0.1, 0.0, 0.0], [0.0, 0.0, 0.0], [0.0, 0.0, 0.0], [0.0, 0.0, 0.0], [0.0, 0.0, 0.0], [0.0, 0.0, 0.0], [0.0, 0.0, 0.0], [0.0, 0.0, 0.0], [0.0, -0.1, 0.0], [0.0, 0.0, 0.0], [0.0, 0.0, 0.0], [0.0, 0.0, 0.0], [0.0, 0.0, 0.0], [0.0, 0.1, 0.0], [0.0, 0.0, 0.0], [0.0, 0.0, 0.0], [0.0, 0.0, 0.0], [0.0, 0.0, 0.0], [-0.2, -0.1, -0.2], [0.0, 0.2, 0.1], [-0.1, 0.0, -0.1], [0.0, 0.1, 0.1], [-0.1, 0.0, 0.0], [0.0, 0.0, 0.0], [0.0, 0.0, 0.0], [0.0, -0.1, 0.0], [0.5, 0.3, 0.0], [0.0, 0.0, 0.0], [0.0, 0.0, 0.1], [0.1, 0.0, 0.1], [0.0, 0.0, 0.0], [0.0, 0.0, 0.0], [0.0, 0.0, 0.0], [0.0, 0.0, 0.0], [0.0, 0.0, 0.0], [0.0, 0.0, 0.0], [0.0, 0.0, 0.1], [0.0, 0.0, 0.0], [0.0, 0.0, 0.1], [0.0, -0.1, -0.1], [0.0, 0.0, 0.0], [0.1, 0.2, 0.0], [-0.3, -0.3, -0.2], [-0.1, -0.2, 0.2], [0.0, 0.1, 0.1], [0.4, -0.2, -0.3], [-0.3, 0.2, 0.0], [0.0, 0.2, 0.2], [0.0, 0.0, 0.0], [0.0, 0.0, 0.0], [0.0, 0.0, 0.0], [0.0, 0.0, 0.0], [0.0, 0.0, 0.0], [0.0, 0.0, 0.0], [0.0, 0.0, 0.0], [0.0, -0.1, 0.0], [-0.1, 0.0, 0.0], [0.0, 0.0, 0.0], [0.0, 0.0, -0.1]], "lowdin_charge": [1.10, -0.02, -0.34, -0.01, -0.05, 0.03, 0.03, -0.58, 0.02, -0.05, -0.02, -0.37, -0.04, 0.03, 0.05, -0.06, -0.01, -0.35, -0.05, -0.07, 0.01, -0.08, -0.03, -0.36, -0.03, 0.08, 0.08, 0.08, 0.05, 0.10, 0.11, 0.10, 0.10, 0.08, 0.07, 0.06, 0.09, 0.10, 0.08, 0.07, 0.07, 0.09, 0.10, 0.07, 0.08, 0.07, 0.00, -0.14, -0.01, 0.01, -0.03, -0.19, -0.02, -0.18, -0.16, 0.10, 0.11, 0.08, 0.13, 0.13, 0.12, 0.09, 0.09, 0.10, -0.04, -0.28, -0.01, -0.19, -0.04, -0.03, -0.26, -0.20, -0.04, -0.64, 0.01, -0.08, 0.08, 0.08, 0.07, 0.11, 0.07, 0.08, 0.08, 0.09, 0.20, 0.10, 0.12]}